Model P:
Here is C17H33KN4O7P2 as an isolated structure from the Open Molecules 2025 dataset. Energies are from the ωB97M-V functional and the def2-TZVPD basis.

**M**: 506.5 g/mol
**Frontier orbital gap**: 8.73 eV
**HOMO energy**: -8.60 eV

Atoms and positions in Å:
1 K -0.3504 0.1472 -0.1685
2 C 3.8474 1.6346 -1.3258
3 C 3.4820 0.5748 -0.3199
4 C 3.3784 -0.7616 -0.6917
5 C 3.0012 -1.7406 0.2243
6 C 2.8865 -3.1894 -0.1767
7 C 2.7246 -1.3622 1.5311
8 C 2.8324 -0.0367 1.9363
9 C 2.5542 0.3378 3.3687
10 C 3.2086 0.9219 1.0009
11 H 2.9611 2.2069 -1.6051
12 H 4.2681 1.1918 -2.2292
13 H 4.5811 2.3296 -0.9152
14 H 3.5898 -1.0432 -1.7193
15 H 1.9102 -3.5919 0.1009
16 H 3.6409 -3.7915 0.3324
17 H 3.0316 -3.3204 -1.2502
18 H 2.3836 -2.1054 2.2431
19 H 3.4428 0.1845 3.9851
20 H 1.7604 -0.2890 3.7786
21 H 2.2636 1.3844 3.4602
22 H 3.2802 1.9623 1.3027
23 C -2.1251 -0.1053 4.7709
24 C -2.5233 -0.1129 3.2931
25 O -3.9453 -0.1695 3.1513
26 P -1.9893 1.4306 2.4927
27 O -0.4420 1.5476 2.8336
28 O -2.5511 2.6407 3.3838
29 O -2.3283 1.5621 1.0607
30 P -1.6958 -1.5657 2.4715
31 O -2.4520 -1.7104 1.0273
32 O -2.0023 -2.7578 3.2938
33 O -0.3061 -1.0980 2.1219
34 H -2.5595 0.7535 5.2821
35 H -1.0413 -0.0774 4.8862
36 H -2.4786 -1.0308 5.2259
37 H -4.2362 -0.9809 3.5868
38 H -0.0320 0.6552 2.7100
39 H -3.4504 2.8576 3.1069
40 H -3.2290 -2.2671 1.1506
41 N -2.5372 -0.0266 -2.0512
42 C -2.4951 -0.5220 -3.4258
43 C -1.9413 -1.9412 -3.5292
44 C -0.4270 -2.1096 -3.4239
45 N 0.0709 -2.0491 -2.0471
46 H -3.0643 -0.6514 -1.4496
47 H -2.9912 0.8777 -2.0029
48 H -1.8574 0.1488 -4.0094
49 H -3.4835 -0.5120 -3.9025
50 H -2.2383 -2.3315 -4.5056
51 H -2.4323 -2.5809 -2.7855
52 H 0.0566 -1.3117 -3.9952
53 H -0.1603 -3.0541 -3.9133
54 H 1.0567 -2.2805 -2.0161
55 H -0.4091 -2.7298 -1.4671
56 N -0.8848 4.0448 -2.5323
57 C -0.2964 3.5340 -3.6648
58 C 0.4758 2.4996 -3.2325
59 N 0.3794 2.3719 -1.8641
60 C -0.4448 3.3147 -1.4788
61 H -1.5197 4.8217 -2.4925
62 H -0.4733 3.9431 -4.6435
63 H 1.1012 1.8421 -3.8135
64 H -0.7751 3.4864 -0.4653


Model Q:
Here is C17H33KN4O7P2 as an isolated structure from the Open Molecules 2025 dataset. Energies are from the ωB97M-V functional and the def2-TZVPD basis.

**M**: 506.5 g/mol
**Frontier orbital gap**: 9.17 eV
**HOMO energy**: -9.10 eV

Atoms and positions in Å:
1 K 0.0826 -0.2746 -0.5618
2 C -3.4150 -1.3785 2.0428
3 C -2.9623 -1.5906 0.6224
4 C -2.1624 -2.6866 0.2957
5 C -1.7140 -2.8898 -1.0024
6 C -0.8245 -4.0550 -1.3475
7 C -2.0739 -1.9690 -1.9874
8 C -2.8690 -0.8669 -1.6976
9 C -3.2406 0.1233 -2.7694
10 C -3.3089 -0.6975 -0.3832
11 H -3.9561 -2.2480 2.4189
12 H -4.0776 -0.5153 2.1214
13 H -2.5612 -1.2118 2.7035
14 H -1.8736 -3.3856 1.0745
15 H -1.3082 -4.7187 -2.0660
16 H -0.5806 -4.6427 -0.4622
17 H 0.1069 -3.7124 -1.8046
18 H -1.6998 -2.1014 -2.9981
19 H -4.1790 -0.1620 -3.2505
20 H -2.4672 0.1772 -3.5346
21 H -3.3581 1.1253 -2.3574
22 H -3.9382 0.1565 -0.1455
23 C 3.2102 3.1725 -2.8531
24 C 2.0951 2.1356 -2.8583
25 O 1.7006 1.8820 -4.2282
26 P 0.5710 2.8374 -2.1131
27 O 0.1785 3.9250 -3.2160
28 O 0.9884 3.7019 -0.8716
29 O -0.5179 1.8662 -1.8334
30 P 2.6166 0.5200 -2.1190
31 O 4.1138 0.2968 -2.6766
32 O 2.6643 0.6420 -0.6235
33 O 1.6980 -0.4776 -2.7528
34 H 2.8687 4.1194 -3.2735
35 H 4.0357 2.7975 -3.4562
36 H 3.5548 3.3521 -1.8348
37 H 1.4198 0.9507 -4.2407
38 H 0.3253 3.5395 -4.0933
39 H 0.3343 3.6367 -0.1120
40 H 4.7577 0.5511 -2.0053
41 N 0.9452 0.8274 1.9200
42 C 1.5150 0.2331 3.1333
43 C 2.4624 -0.9238 2.8361
44 C 1.8331 -2.2385 2.3769
45 N 1.4932 -2.2408 0.9460
46 H 1.6940 1.0235 1.2523
47 H 0.5167 1.7197 2.1368
48 H 0.6979 -0.1281 3.7665
49 H 2.0679 0.9695 3.7286
50 H 3.0242 -1.1281 3.7507
51 H 3.2012 -0.5981 2.0935
52 H 0.9182 -2.4207 2.9499
53 H 2.5260 -3.0496 2.6270
54 H 1.3333 -3.1901 0.6290
55 H 2.2807 -1.8849 0.4083
56 N -2.8303 2.9575 1.9023
57 C -2.4185 4.0762 2.5909
58 C -1.2260 4.4185 2.0356
59 N -0.8981 3.5229 1.0389
60 C -1.8888 2.6649 0.9776
61 H -3.6792 2.4425 2.0541
62 H -3.0030 4.5143 3.3806
63 H -0.5842 5.2460 2.2881
64 H -1.9677 1.8324 0.2989


Quick ranking, most stable first: model Q, model P.


Model P:
Here is a 6-piece molecular cluster, CH14O6 overall from the Open Molecules 2025 dataset. Energies are from the ωB97M-V functional and the def2-TZVPD basis.

**M**: 122.1 g/mol
**Frontier orbital gap**: 10.47 eV
**HOMO energy**: -10.26 eV
**SMILES string**: CO.O.O.O.O.O

Atoms and positions in Å:
1 C -1.1985 -2.3505 1.2386
2 O -0.2328 -1.8970 0.2837
3 H -2.1933 -2.1304 1.1828
4 H -0.8816 -3.3687 1.5192
5 H -0.8891 -1.8086 2.1804
6 H -0.7453 -1.5788 -0.5843
7 H 1.0887 1.7852 -1.9937
8 H 2.5422 1.4920 -1.7209
9 O 1.8916 1.4185 -2.4152
10 H -0.5859 1.8242 0.2279
11 H -0.1008 3.3362 0.1972
12 O -0.2068 2.5720 -0.3891
13 H 0.6631 1.5829 2.5196
14 H -0.2703 0.4946 2.1039
15 O -0.1375 1.4036 2.0043
16 H -1.7244 -0.3668 -2.2769
17 H -2.3178 -1.7613 -1.8049
18 O -2.0510 -0.9009 -1.5043
19 H 1.1842 -1.1943 0.4554
20 H 2.3546 -0.3905 0.0329
21 O 1.8749 -0.5538 0.8418


Model Q:
Here is a 6-piece molecular cluster, CH14O6 overall from the Open Molecules 2025 dataset. Energies are from the ωB97M-V functional and the def2-TZVPD basis.

**M**: 122.1 g/mol
**Frontier orbital gap**: 11.01 eV
**HOMO energy**: -10.35 eV
**SMILES string**: CO.O.O.O.O.O

Atoms and positions in Å:
1 C 1.4974 1.3902 0.1831
2 O 0.1411 1.8878 0.0515
3 H 2.1296 2.2307 0.6916
4 H 1.8557 1.1811 -0.8033
5 H 1.6145 0.4449 0.6712
6 H -0.5793 1.3817 0.6117
7 H -1.0511 -2.1556 2.2031
8 H -0.1451 -1.4436 1.2462
9 O -0.3550 -1.5245 2.2252
10 H 0.3663 -2.3689 -1.0226
11 H 1.3380 -2.9205 0.1126
12 O 0.5356 -2.4846 -0.0263
13 H -1.3312 -1.8614 -2.7158
14 H -0.7320 -0.3521 -2.5198
15 O -0.5378 -1.3115 -2.4230
16 H -0.3434 0.4807 2.6789
17 H -1.6324 1.3652 3.0188
18 O -0.9374 1.2189 2.3926
19 H -1.0983 2.0680 -2.6000
20 H -0.1727 1.4459 -1.5343
21 O -0.5623 1.3275 -2.4414


Quick ranking, most stable first: model Q, model P.